No. 1
Computed, not measured: an isolated ion of composition C6H15INO2 and charge +1 at a distorted geometry, with ωB97M-V with the def2-TZVPD basis set.

XYZ file:
```
25
C6H15INO2 | the OMol25 dataset | ωB97M-V with the def2-TZVPD basis set
C -2.147 0.758 -0.608
C -0.332 -3.255 -0.172
C -1.127 1.644 0.031
C 0.480 -2.199 0.441
C 0.348 1.342 -0.475
C 0.949 0.235 0.315
N 1.265 2.495 -0.183
O 0.764 0.360 1.626
O 0.197 -0.990 -0.239
I 3.124 0.028 -0.116
H -1.985 0.727 -1.746
H -2.187 -0.210 -0.165
H -3.074 1.450 -0.458
H -0.019 -3.057 -1.213
H 0.063 -4.290 0.034
H -1.468 -3.422 -0.063
H -1.414 2.611 -0.279
H -1.038 1.558 1.167
H 1.564 -2.290 0.199
H 0.279 -2.284 1.616
H 0.338 0.859 -1.452
H 1.786 2.285 0.662
H 0.901 3.497 -0.012
H 1.966 2.611 -0.917
H 0.768 -0.465 2.007
```

Calculated values
Total charge: +1
Kohn-Sham gap: 10.19 eV
E_HOMO: -13.57 eV
Energy above the lowest of the compared OMol25 structures with the same formula, charge and spin: 178.1 kJ/mol
E_tot: -740.21368 a.u.

---

No. 2
Computed, not measured: one molecule with the formula C5H10N2O3 at a distorted geometry, with ωB97M-V with the def2-TZVPD basis set.

XYZ file:
```
20
C5H10N2O3 | the OMol25 dataset | ωB97M-V with the def2-TZVPD basis set
C -0.460 -0.178 -1.384
C -0.594 1.336 -1.790
C 0.467 -0.272 -0.134
C -0.289 -0.117 1.191
C 0.617 -0.410 2.407
H -0.253 -1.930 -2.521
H 1.011 -0.930 -2.570
H -1.460 -0.546 -1.155
H 1.300 0.452 -0.254
H 0.924 -1.237 -0.080
H -1.124 -0.815 1.185
H -0.754 0.869 1.403
H -0.544 0.882 3.548
H 0.811 0.181 4.339
H -0.278 0.657 -3.497
N 0.020 -0.919 -2.569
N 0.286 0.352 3.491
O -0.687 2.259 -0.963
O 1.565 -1.133 2.454
O -0.560 1.500 -3.103
```

Calculated values
Kohn-Sham gap: 10.47 eV
E_HOMO: -9.86 eV
Energy above the lowest of the compared OMol25 structures with the same formula, charge and spin: 35.3 kJ/mol
E_tot: -531.79156 a.u.

---

No. 3
Computed, not measured: a 17-piece molecular cluster, C68H102O34 overall at a distorted geometry, with ωB97M-V with the def2-TZVPD basis set.

XYZ file:
```
204
C68H102O34 | the OMol25 dataset | ωB97M-V with the def2-TZVPD basis set
O 0.134 -5.693 -2.745
C 0.622 -5.170 -1.754
O -0.167 -4.744 -0.758
C 0.539 -3.837 0.087
C 1.891 -3.535 -0.665
C 2.051 -4.715 -1.527
H 0.728 -4.336 1.086
H -0.059 -2.924 0.146
H 2.658 -3.401 0.116
H 1.861 -2.622 -1.230
H 2.525 -5.424 -0.805
H 2.672 -4.521 -2.379
O 1.842 6.392 -4.421
C 0.740 6.078 -4.084
O -0.331 5.898 -4.907
C -1.402 5.255 -4.179
C -1.181 5.717 -2.728
C 0.268 5.884 -2.621
H -1.351 4.195 -4.408
H -2.293 5.595 -4.685
H -1.623 5.104 -1.942
H -1.673 6.658 -2.494
H 0.692 4.925 -2.344
H 0.731 6.631 -1.936
O 5.147 -2.960 -1.128
C 4.649 -2.555 -2.128
O 4.486 -3.281 -3.235
C 3.629 -2.446 -4.181
C 2.927 -1.437 -3.319
C 3.929 -1.170 -2.217
H 3.075 -3.243 -4.717
H 4.316 -1.956 -4.841
H 2.057 -1.851 -2.965
H 2.606 -0.586 -3.930
H 3.470 -1.072 -1.271
H 4.623 -0.368 -2.438
O 1.600 5.623 4.066
C 1.799 4.456 4.027
O 1.164 3.532 4.813
C 1.372 2.182 4.305
C 2.638 2.278 3.441
C 2.690 3.762 3.038
H 0.461 1.889 3.825
H 1.555 1.566 5.235
H 2.788 1.621 2.604
H 3.439 2.084 4.268
H 2.354 3.886 2.007
H 3.751 4.121 3.105
O -3.728 -2.106 0.776
C -3.731 -3.226 1.201
O -4.479 -3.614 2.277
C -4.435 -5.053 2.414
C -3.936 -5.631 1.074
C -3.006 -4.485 0.646
H -5.474 -5.367 2.623
H -3.745 -5.264 3.376
H -4.786 -5.578 0.359
H -3.563 -6.644 1.109
H -2.840 -4.330 -0.431
H -2.054 -4.517 1.161
O 3.445 -3.357 7.017
C 2.778 -2.358 7.286
O 1.597 -2.504 7.825
C 1.075 -1.265 8.263
C 1.744 -0.208 7.463
C 3.086 -0.883 7.123
H 1.352 -1.205 9.297
H 0.002 -1.281 8.257
H 1.869 0.647 8.100
H 1.215 0.145 6.542
H 3.871 -0.501 7.856
H 3.465 -0.676 6.092
O 1.534 -1.337 3.424
C 2.525 -1.977 3.163
O 2.584 -3.365 2.927
C 3.977 -3.828 2.762
C 4.758 -2.618 2.399
C 3.934 -1.497 3.076
H 3.870 -4.616 1.990
H 4.294 -4.281 3.686
H 4.747 -2.332 1.285
H 5.769 -2.635 2.810
H 4.053 -0.566 2.577
H 4.311 -1.387 4.156
O -5.286 -3.311 -4.595
C -5.253 -2.481 -3.741
O -4.902 -1.221 -4.106
C -4.833 -0.402 -2.906
C -5.679 -1.093 -1.838
C -5.610 -2.567 -2.260
H -5.303 0.512 -3.184
H -3.819 -0.246 -2.657
H -6.647 -0.673 -1.855
H -5.302 -0.849 -0.866
H -6.563 -3.048 -2.163
H -4.916 -3.195 -1.815
O -2.622 -2.799 -3.032
C -2.215 -3.391 -4.003
O -1.414 -2.801 -4.901
C -0.985 -3.733 -5.853
C -2.075 -4.820 -5.886
C -2.447 -4.861 -4.449
H 0.023 -4.104 -5.618
H -0.874 -3.256 -6.786
H -1.898 -5.768 -6.368
H -2.901 -4.464 -6.478
H -1.722 -5.372 -3.860
H -3.457 -5.054 -4.266
O -1.509 -0.638 -8.475
C -2.010 -0.064 -7.553
O -3.347 0.092 -7.575
C -3.790 0.910 -6.448
C -2.460 1.411 -5.774
C -1.458 0.315 -6.201
H -4.438 0.339 -5.795
H -4.393 1.743 -6.863
H -2.506 1.461 -4.649
H -2.264 2.437 -6.135
H -1.725 -0.524 -5.544
H -0.355 0.396 -6.130
O 1.440 5.199 0.336
C 1.008 6.148 0.935
O 1.782 7.260 1.070
C 1.145 8.236 1.895
C -0.035 7.519 2.590
C -0.288 6.325 1.667
H 0.877 9.059 1.212
H 1.852 8.558 2.671
H -0.950 8.136 2.746
H 0.280 7.159 3.599
H -1.055 6.453 0.892
H -0.399 5.382 2.210
O -2.173 0.064 2.578
C -2.530 -0.368 3.631
O -3.646 0.123 4.245
C -3.646 -0.474 5.594
C -2.993 -1.858 5.500
C -1.946 -1.487 4.435
H -4.701 -0.597 5.853
H -3.138 0.268 6.224
H -3.664 -2.655 5.153
H -2.511 -2.154 6.440
H -1.766 -2.399 3.882
H -1.023 -1.144 4.932
O -1.429 2.567 -2.221
C -1.055 1.586 -1.616
O -1.942 0.642 -1.348
C -1.297 -0.514 -0.883
C 0.025 -0.038 -0.166
C 0.280 1.206 -1.139
H -1.066 -1.235 -1.667
H -1.979 -0.915 -0.184
H 0.791 -0.800 -0.240
H -0.223 0.287 0.844
H 0.906 0.909 -2.010
H 0.751 2.078 -0.651
O 4.303 1.448 -4.267
C 3.370 2.157 -4.624
O 2.125 2.022 -4.166
C 1.216 2.976 -4.762
C 1.933 3.551 -5.985
C 3.386 3.337 -5.635
H 0.937 3.678 -3.998
H 0.282 2.485 -5.017
H 1.653 4.607 -6.054
H 1.645 3.117 -7.035
H 3.739 4.168 -5.012
H 4.028 3.173 -6.494
O 4.833 1.562 0.713
C 4.749 2.604 0.122
O 4.751 3.766 0.829
C 4.863 4.844 -0.071
C 4.371 4.419 -1.454
C 4.656 2.893 -1.384
H 5.945 5.080 -0.146
H 4.300 5.641 0.315
H 4.993 4.962 -2.180
H 3.344 4.588 -1.710
H 5.649 2.597 -1.805
H 4.005 2.148 -1.844
O -2.264 -4.929 5.661
C -1.251 -5.198 5.142
O -1.293 -5.990 4.017
C 0.047 -6.071 3.465
C 0.935 -5.896 4.726
C 0.189 -4.865 5.535
H 0.155 -5.232 2.819
H 0.199 -7.008 2.927
H 1.959 -5.543 4.392
H 0.977 -6.803 5.326
H 0.300 -3.780 5.317
H 0.190 -4.977 6.572
O -1.017 2.903 2.700
C -2.054 3.039 2.065
O -2.037 3.164 0.705
C -3.423 3.094 0.295
C -4.290 2.544 1.397
C -3.524 3.092 2.578
H -3.503 2.368 -0.561
H -3.747 4.107 0.004
H -4.107 1.471 1.519
H -5.332 2.800 1.348
H -3.655 2.554 3.458
H -3.732 4.142 2.731
```

Calculated values
Kohn-Sham gap: 10.28 eV
E_HOMO: -9.90 eV
Energy above the lowest of the compared OMol25 structures with the same formula, charge and spin: 244.2 kJ/mol
E_tot: -5210.60062 a.u.

---

No. 4
Computed, not measured: a 2-piece molecular cluster, C9H14ClN3OP overall at a distorted geometry, with ωB97M-V with the def2-TZVPD basis set.

XYZ file:
```
29
C9H14ClN3OP | the OMol25 dataset | ωB97M-V with the def2-TZVPD basis set
C -2.149 3.938 -2.445
C -0.752 3.752 -2.258
C -2.950 2.862 -2.104
C -0.200 2.608 -1.832
C -2.426 1.701 -1.573
C -1.050 1.544 -1.479
C 1.224 -2.120 1.716
C 1.343 -4.371 1.965
C 1.333 0.339 1.696
N 0.736 -3.185 2.373
N 2.068 -2.061 0.760
N 0.744 -0.787 2.137
O -0.844 -0.897 -0.110
P -0.135 0.130 -0.826
Cl 1.179 -0.500 -2.171
H -2.500 4.834 -2.955
H -0.004 4.581 -2.355
H -4.057 2.925 -2.048
H 0.798 2.580 -1.496
H -2.940 0.867 -1.356
H 2.342 -4.618 2.333
H 0.678 -5.213 2.218
H 1.398 -4.384 0.890
H 2.428 0.309 1.350
H 0.761 1.247 1.994
H 0.810 0.877 0.091
H 0.080 -3.152 3.119
H 2.367 -2.970 0.478
H -0.282 -0.834 1.887
```

Calculated values
Total charge: +1
Kohn-Sham gap: 7.89 eV
E_HOMO: -12.93 eV
Energy above the lowest of the compared OMol25 structures with the same formula, charge and spin: 112.0 kJ/mol
E_tot: -1392.11963 a.u.